This record from OMol25 describes a 6-piece molecular cluster, C32H61F3NO8 overall. The level of theory is ωB97M-V/def2-TZVPD.

Geometry as XYZ:
```
105
Properties=species:S:1:pos:R:3:forces:R:3
C 2.640 -2.445 1.455 0.0 -0.1 0.1
C 1.354 -1.927 0.778 -0.1 0.2 -0.1
C 1.038 -2.813 -0.427 0.0 0.0 0.0
C 0.165 -1.948 1.776 0.1 -0.1 0.0
C -1.007 -0.960 1.556 0.1 -0.2 0.0
O -1.542 -0.566 2.832 0.1 -0.1 0.1
C -2.121 -1.569 0.696 0.0 0.1 -0.1
C -3.034 -2.638 1.321 0.1 0.0 0.0
O -2.503 -3.297 2.462 0.0 0.0 0.1
C -4.415 -2.092 1.639 0.0 0.0 -0.1
F -4.402 -1.108 2.549 0.0 0.0 0.1
F -5.001 -1.611 0.530 -0.1 0.0 0.0
F -5.211 -3.059 2.128 -0.1 -0.1 0.0
C -0.538 0.330 0.872 -0.1 0.2 0.1
C 0.963 0.604 0.985 0.0 -0.3 0.2
C 1.474 0.667 2.441 0.0 0.0 0.0
C 1.322 1.886 0.264 0.0 0.2 -0.1
N 1.599 -0.536 0.274 -0.2 -0.1 0.0
O 1.823 -0.398 -0.971 0.1 0.0 0.0
H 3.475 -1.783 1.234 0.0 0.0 -0.1
H 2.912 -3.431 1.079 0.0 0.0 0.0
H 2.534 -2.514 2.540 0.0 0.0 0.0
H 0.187 -2.438 -0.996 0.0 0.0 0.0
H 0.811 -3.817 -0.064 0.0 0.0 0.0
H 1.892 -2.864 -1.097 0.0 0.0 0.0
H 0.546 -1.780 2.784 0.0 0.1 0.0
H -0.224 -2.967 1.768 0.0 0.0 0.1
H -1.440 -1.312 3.435 0.0 0.1 -0.1
H -1.657 -1.998 -0.191 -0.1 0.0 0.0
H -2.755 -0.760 0.326 0.0 0.0 0.0
H -3.224 -3.406 0.568 0.0 0.0 0.0
H -2.918 -2.948 3.260 0.0 0.0 -0.1
H -0.770 0.291 -0.196 0.0 0.0 0.0
H -1.113 1.153 1.307 0.0 0.0 0.0
H 0.704 0.393 3.158 0.0 0.0 0.0
H 2.331 0.009 2.581 0.0 0.0 0.0
H 1.815 1.676 2.670 0.0 0.0 0.0
H 2.404 1.981 0.195 0.0 0.0 0.0
H 0.942 2.723 0.850 0.0 0.0 0.0
H 0.891 1.928 -0.735 0.0 0.0 0.0
C 6.444 -5.475 -0.032 0.0 0.0 0.0
C 6.435 -4.966 -1.473 0.0 0.0 0.0
C 5.371 -3.878 -1.404 0.0 0.0 0.0
O 5.440 -3.341 -0.083 0.0 0.0 0.0
C 6.240 -4.181 0.747 0.0 0.0 0.0
H 7.362 -5.991 0.245 0.0 0.0 0.0
H 5.605 -6.154 0.134 0.0 0.0 0.0
H 7.405 -4.534 -1.727 0.0 0.0 0.0
H 6.200 -5.736 -2.206 0.0 0.0 0.0
H 4.371 -4.293 -1.573 0.0 0.0 0.0
H 5.530 -3.068 -2.116 0.0 0.0 0.0
H 7.196 -3.686 0.948 0.0 0.0 0.0
H 5.722 -4.326 1.696 0.0 0.0 0.0
C -8.155 -0.571 -0.684 0.0 0.0 0.0
C -8.390 -1.427 -1.928 0.0 0.0 0.0
C -9.691 -0.839 -2.460 0.0 0.0 0.0
O -9.677 0.544 -2.104 0.0 0.0 0.0
C -8.632 0.794 -1.164 0.0 0.0 0.0
H -7.120 -0.560 -0.349 0.0 0.0 0.0
H -8.777 -0.925 0.140 0.0 0.0 0.0
H -7.583 -1.276 -2.649 0.0 0.0 0.0
H -8.466 -2.493 -1.717 0.0 0.0 0.0
H -10.559 -1.322 -1.999 0.0 0.0 0.0
H -9.789 -0.918 -3.543 0.0 0.0 0.0
H -7.823 1.340 -1.662 0.0 0.0 0.0
H -9.026 1.420 -0.363 0.0 0.0 0.0
C 6.060 3.954 2.048 0.0 0.0 0.0
C 6.413 2.642 2.748 0.0 0.0 0.0
C 5.033 2.028 2.955 0.0 0.0 0.0
O 4.231 2.476 1.865 0.0 0.0 0.0
C 4.902 3.523 1.156 0.0 0.0 0.0
H 6.887 4.381 1.482 0.0 0.0 0.0
H 5.723 4.694 2.777 0.0 0.0 0.0
H 7.012 2.012 2.088 0.0 0.0 0.0
H 6.957 2.775 3.682 0.0 0.0 0.0
H 4.588 2.370 3.897 0.0 0.0 0.0
H 5.044 0.937 2.956 0.0 0.0 0.0
H 5.267 3.130 0.200 0.0 0.0 0.0
H 4.186 4.318 0.950 0.0 0.0 0.0
C -4.716 -1.233 -3.982 0.0 0.0 0.0
C -3.329 -1.250 -4.622 0.0 0.0 0.0
C -2.429 -1.353 -3.398 0.0 0.0 0.0
O -3.169 -2.089 -2.420 0.0 -0.1 0.1
C -4.533 -2.213 -2.831 0.0 0.0 -0.1
H -5.513 -1.530 -4.664 0.0 0.0 0.0
H -4.948 -0.236 -3.600 0.0 0.0 0.0
H -3.215 -2.134 -5.252 0.0 0.0 0.0
H -3.114 -0.369 -5.226 0.0 0.0 0.0
H -2.190 -0.362 -2.995 0.0 0.0 0.0
H -1.493 -1.877 -3.594 0.0 0.0 0.0
H -4.719 -3.243 -3.155 0.0 0.0 0.0
H -5.176 -1.998 -1.978 0.0 0.0 0.0
C 0.536 7.201 0.041 0.0 0.0 0.0
C 1.676 8.055 -0.511 0.0 0.0 0.0
C 2.894 7.339 0.060 0.0 0.0 0.0
O 2.539 5.959 0.145 0.0 0.0 0.0
C 1.132 5.802 -0.050 0.0 0.0 0.0
H -0.393 7.297 -0.520 0.0 0.0 0.0
H 0.337 7.463 1.082 0.0 0.0 0.0
H 1.687 8.013 -1.602 0.0 0.0 0.0
H 1.625 9.100 -0.209 0.0 0.0 0.0
H 3.138 7.712 1.061 0.0 0.0 0.0
H 3.781 7.432 -0.568 0.0 0.0 0.0
H 0.952 5.356 -1.034 0.0 0.0 0.0
H 0.751 5.121 0.711 0.0 0.0 0.0
```
Positions in Å, forces in eV/Å.

The highest occupied orbital energy (alpha / beta) is -0.2708 / -0.3276 hartree. For the max |F|, the calculation gives 0.32 eV Å⁻¹. Its spin multiplicity is 2. As for the expectation value of S²: 0.75.